(1)
{
  "formula": "C3H6ClN",
  "method": "ωB97M-V with the def2-TZVPD basis set",
  "species": ["Cl", "C", "C", "C", "N", "H", "H", "H", "H", "H", "H"],
  "positions_angstrom": [[-2.46113, 0.22295, 0.09587], [-1.12829, -0.63206, -0.32644], [0.00342, -0.26784, 0.59380], [0.70805, 0.87385, -0.22584], [1.36001, -0.48111, -0.13032], [-1.32301, -1.83247, -0.20135], [-1.09751, -0.48557, -1.41035], [0.06088, 0.05184, 1.60698], [1.52544, 1.52569, 0.35203], [0.50948, 1.22669, -1.14559], [1.84267, -0.20196, 0.79120]],
  "relative_energy_kj_mol": 273.8,
  "homo_ha": -0.364,
  "gap_ev": 10.9,
  "smiles": "ClC[C@@H]1CN1"
}

***

(2)
{
  "formula": "C6H12N2O2",
  "method": "ωB97M-V with the def2-TZVPD basis set",
  "species": ["C", "C", "C", "N", "C", "N", "C", "C", "O", "O", "H", "H", "H", "H", "H", "H", "H", "H", "H", "H", "H", "H"],
  "positions_angstrom": [[1.59833, 0.76244, 1.49538], [0.76511, 1.30565, 0.34140], [1.15502, 0.75112, -1.03645], [0.98202, -0.67456, -1.23171], [0.44532, 1.53464, -2.12105], [-0.92793, 1.15897, -2.42552], [0.09537, 0.92647, -3.42814], [0.34604, -0.52809, -3.71994], [-0.50276, -1.28673, -4.13075], [1.74375, -0.95559, -3.97559], [1.33406, 1.26223, 2.43718], [1.43592, -0.31631, 1.63401], [2.67237, 0.91723, 1.31250], [-0.30124, 1.08223, 0.50886], [0.85711, 2.40342, 0.32119], [2.23132, 0.95362, -1.18139], [0.56563, -1.66116, -1.58006], [1.34351, -1.16109, -0.41423], [0.67262, 2.60405, -2.11847], [-1.50335, 1.96134, -2.66388], [0.14326, 1.56189, -4.31770], [2.31180, -0.17474, -3.95890]],
  "relative_energy_kj_mol": 329.6,
  "homo_ha": -0.319,
  "gap_ev": 9.3,
  "smiles": "CC[C@@H](N)[C@@H]1N[C@@H]1C(=O)O"
}

***

(3)
{
  "formula": "C4H9NO3",
  "method": "ωB97M-V with the def2-TZVPD basis set",
  "species": ["N", "C", "C", "O", "C", "C", "O", "H", "H", "H", "H", "H", "H", "H", "O", "H", "H"],
  "positions_angstrom": [[0.35324, -1.36662, -0.50005], [0.93363, -0.03185, -0.33356], [2.34117, -0.19514, 0.27513], [2.47315, -1.11598, 1.02419], [0.17036, 1.03573, 0.37766], [-0.99163, 1.56427, -0.37838], [-0.99662, 2.70459, -0.74217], [0.39978, -1.90815, 0.38591], [0.86861, -2.08145, -1.05192], [0.98799, 0.28945, -1.48745], [3.20469, 0.44155, -0.09494], [-0.06514, 0.74839, 1.45001], [0.91340, 1.84154, 0.54234], [-1.77714, 0.84677, -0.66111], [-3.21882, -0.75737, 0.13877], [-3.23858, -0.79481, 1.06132], [-2.35810, -1.22092, -0.00575]],
  "relative_energy_kj_mol": 261.4,
  "homo_ha": -0.355,
  "gap_ev": 10.3,
  "smiles": "N[C@H](C=O)CC=O.O"
}

***

(4)
{
  "formula": "C9H20N5S",
  "method": "ωB97M-V with the def2-TZVPD basis set",
  "species": ["C", "C", "C", "N", "C", "C", "C", "C", "N", "C", "N", "S", "C", "N", "N", "H", "H", "H", "H", "H", "H", "H", "H", "H", "H", "H", "H", "H", "H", "H", "H", "H", "H", "H", "H"],
  "positions_angstrom": [[-2.38365, -2.43842, -1.16179], [-1.52739, -1.33881, -1.97813], [-0.54183, -0.63331, -1.07498], [-0.99351, -0.08381, 0.06114], [-0.26320, 0.52866, 0.93775], [-0.83327, 1.18643, 2.12504], [-2.17590, 0.60836, 2.62240], [0.32984, 1.30778, 3.16806], [1.07130, 0.57919, 0.70391], [1.64483, 0.09046, -0.49907], [2.78829, -1.26243, -0.22945], [2.56614, 1.41321, -1.32507], [1.18148, 2.03737, -2.26579], [0.74535, -0.66768, -1.31942], [1.25332, -1.26903, -2.50929], [-1.61025, -3.21941, -0.87521], [-3.09949, -2.64973, -1.88898], [-2.69662, -2.01947, -0.13539], [-2.38460, -0.66330, -2.19468], [-1.05596, -1.76435, -2.84183], [-0.92219, 2.31010, 1.94495], [-2.39688, 1.22675, 3.46454], [-1.99262, -0.39385, 3.08223], [-2.98649, 0.59620, 1.94714], [0.83617, 2.33708, 3.13035], [1.03040, 0.48306, 3.36328], [-0.21568, 1.49421, 4.14572], [1.75926, 1.00289, 1.39140], [3.71656, -1.11708, -0.50944], [2.75755, -1.35916, 0.76537], [0.81843, 1.19241, -2.73508], [1.45350, 2.91418, -2.93008], [0.56587, 2.52782, -1.52418], [2.08297, -0.78018, -2.74643], [1.47828, -2.17616, -2.10899]],
  "total_charge": 1,
  "relative_energy_kj_mol": 63.4,
  "homo_ha": -0.475,
  "gap_ev": 9.1,
  "smiles": "CCC1=NC(C(C)C)=[NH+][C@](N)(SC)N1N"
}

***

(5)
{
  "formula": "C40H48BrClNOS2Ti",
  "method": "ωB97M-V with the def2-TZVPD basis set",
  "species": ["Ti", "C", "C", "C", "C", "C", "C", "C", "Br", "C", "O", "C", "C", "C", "C", "C", "C", "H", "H", "H", "H", "H", "H", "H", "H", "H", "H", "H", "H", "H", "H", "H", "H", "H", "H", "H", "H", "C", "C", "C", "C", "C", "C", "C", "C", "S", "C", "N", "C", "C", "C", "C", "C", "C", "C", "C", "H", "H", "H", "H", "H", "H", "H", "H", "H", "H", "H", "H", "H", "H", "H", "H", "Cl", "C", "C", "C", "C", "C", "C", "C", "H", "H", "H", "H", "H", "H", "C", "S", "C", "H", "H", "H", "H", "H", "H"],
  "positions_angstrom": [[-1.73622, -8.80208, 19.22122], [-5.15331, -8.87343, 26.02567], [-4.46639, -10.25687, 25.81013], [-5.48814, -11.43046, 25.94288], [-3.39424, -10.43181, 26.89749], [-3.74765, -10.24336, 24.48402], [-2.71713, -9.34516, 24.14908], [-2.20492, -9.28064, 22.89707], [-0.96715, -7.89512, 22.59361], [-2.60625, -10.18494, 21.88597], [-2.09915, -9.98960, 20.66232], [-3.51684, -11.24066, 22.25949], [-4.15623, -11.12841, 23.46814], [-3.90185, -12.47708, 21.45345], [-5.40922, -12.34222, 21.07835], [-3.68764, -13.75585, 22.33051], [-3.12350, -12.73832, 20.20746], [-5.58515, -8.79845, 27.04230], [-5.95138, -8.71755, 25.24720], [-4.37345, -8.08438, 25.91794], [-6.01824, -11.32582, 26.89290], [-5.05288, -12.44928, 25.91751], [-6.29052, -11.36983, 25.16204], [-3.89823, -10.61453, 27.89158], [-2.70565, -9.56982, 26.96417], [-2.77245, -11.32499, 26.69772], [-2.31814, -8.66152, 24.93356], [-4.96749, -11.83638, 23.67083], [-6.05097, -12.06104, 21.93289], [-5.79940, -13.27348, 20.61297], [-5.57155, -11.53139, 20.34863], [-4.24709, -13.72170, 23.27162], [-2.61091, -13.86680, 22.57186], [-3.98904, -14.69471, 21.75894], [-3.13377, -11.85417, 19.53563], [-3.61805, -13.57562, 19.64435], [-2.06989, -13.01904, 20.38959], [-2.65434, -12.99107, 14.06417], [-1.78502, -13.44236, 15.26116], [-0.96527, -14.70906, 14.92812], [-2.66456, -13.78524, 16.47724], [-0.84504, -12.29635, 15.58669], [0.28238, -12.08886, 14.78396], [1.10769, -10.97486, 14.93842], [0.87681, -10.11024, 15.99623], [1.77158, -8.68118, 16.44427], [0.70157, -8.44729, 17.80073], [-0.35273, -9.31707, 17.84336], [-0.22923, -10.28944, 16.85190], [-1.08822, -11.39688, 16.65048], [0.63541, -7.23454, 18.56504], [1.57338, -6.20008, 18.33202], [1.27603, -4.93347, 18.82024], [0.18087, -4.75029, 19.66033], [-0.71552, -5.79867, 19.93301], [-0.55320, -7.07254, 19.36726], [-3.45612, -13.71120, 13.83438], [-2.00215, -12.80743, 13.19428], [-3.11799, -12.01715, 14.31085], [-1.67157, -15.57005, 14.74094], [-0.30425, -15.02665, 15.75277], [-0.40354, -14.62197, 13.97170], [-3.17692, -14.75928, 16.28406], [-3.43397, -12.99278, 16.63855], [-2.07284, -13.92281, 17.39718], [0.48170, -12.80772, 13.98121], [1.93859, -10.82960, 14.24668], [-1.88814, -11.51549, 17.34209], [2.47454, -6.30984, 17.68726], [1.93430, -4.08072, 18.60635], [0.02725, -3.79014, 20.14335], [-1.64188, -5.58453, 20.44997], [-3.88984, -7.29994, 20.20790], [-3.69079, -6.69388, 18.52637], [-3.81803, -5.35733, 18.20247], [-3.69536, -4.95356, 16.85310], [-3.46184, -5.87271, 15.82189], [-3.34427, -7.22096, 16.16907], [-3.48006, -7.64843, 17.54089], [-3.30124, -9.06657, 17.88487], [-3.96933, -4.61485, 18.97567], [-3.68870, -3.90129, 16.60477], [-3.34056, -5.54726, 14.77531], [-3.08982, -7.99407, 15.43142], [-2.95230, -9.74956, 17.09725], [-3.97547, -9.55364, 18.59179], [3.15453, -10.31065, 20.42350], [1.41807, -10.26147, 20.76260], [1.03777, -12.00760, 20.60982], [3.36440, -10.65062, 19.39268], [3.62363, -11.01166, 21.19881], [3.55271, -9.32383, 20.57208], [1.60282, -12.62824, 21.35804], [1.29921, -12.40479, 19.59951], [-0.00084, -12.17322, 20.85187]],
  "spin_multiplicity": 2,
  "s2": 0.75,
  "relative_energy_kj_mol": 0.0,
  "homo_ha": [-0.256, -0.275],
  "gap_ev": [6.4, 6.9]
}

***

(6)
{
  "formula": "C26H71MgN6O7",
  "method": "ωB97M-V with the def2-TZVPD basis set",
  "species": ["Mg", "C", "C", "O", "H", "H", "H", "H", "H", "C", "C", "C", "O", "C", "N", "H", "H", "H", "H", "H", "H", "H", "H", "H", "H", "H", "C", "C", "C", "O", "C", "N", "H", "H", "H", "H", "H", "H", "H", "H", "H", "H", "H", "C", "C", "C", "O", "C", "N", "H", "H", "H", "H", "H", "H", "H", "H", "H", "H", "H", "C", "C", "C", "O", "C", "N", "H", "H", "H", "H", "H", "H", "H", "H", "H", "H", "H", "C", "C", "C", "O", "C", "N", "H", "H", "H", "H", "H", "H", "H", "H", "H", "H", "H", "C", "C", "C", "O", "C", "N", "H", "H", "H", "H", "H", "H", "H", "H", "H", "H", "H"],
  "positions_angstrom": [[-2.13960, -2.46198, 0.20177], [1.93902, 1.15766, 1.37357], [1.19009, 0.94800, 0.02563], [0.13393, 0.05443, 0.01023], [1.28869, 1.35098, 2.22669], [2.69595, 1.94061, 1.32747], [2.54705, 0.33986, 1.76037], [1.86933, 0.84407, -0.82050], [0.77784, 1.93672, -0.17582], [6.81628, 0.26821, 7.90477], [5.85173, 0.81594, 6.95358], [6.51258, 0.88698, 5.50672], [7.21466, -0.20297, 5.10034], [7.97606, -0.15912, 3.94087], [4.65914, -0.07959, 6.81351], [7.24462, -0.69538, 7.62888], [6.39425, 0.09089, 8.89399], [7.61999, 1.00352, 7.94302], [5.47375, 1.80569, 7.20975], [7.11894, 1.78945, 5.58408], [5.70452, 1.13856, 4.81981], [9.04302, -0.34020, 4.07087], [7.87018, 0.69557, 3.27274], [7.72835, -0.92228, 3.20308], [4.41621, -0.15055, 5.83573], [4.77978, -1.05037, 7.06476], [1.51555, -4.33591, -2.46947], [0.11783, -4.54189, -3.07376], [0.08093, -5.76502, -3.93952], [-1.23375, -5.94628, -4.49088], [-1.42978, -5.18984, -5.66261], [-0.88256, -4.65089, -2.00146], [1.71643, -5.32788, -2.06483], [1.58852, -3.75878, -1.54768], [2.28799, -4.03612, -3.17768], [-0.31881, -3.69458, -3.60246], [0.24292, -6.66653, -3.34863], [0.80305, -5.83604, -4.75290], [-1.45994, -4.10719, -5.53995], [-2.48273, -5.35813, -5.88865], [-0.80364, -5.33507, -6.54293], [-0.52160, -5.45812, -1.51340], [-1.59327, -5.06244, -2.58935], [-0.96893, -2.76374, 5.40675], [-1.78622, -2.62594, 4.09592], [-2.53114, -1.32784, 4.02922], [-2.97164, -0.98024, 2.75596], [-3.21323, 0.40965, 2.63625], [-0.90611, -2.73321, 2.90304], [-1.33324, -2.20405, 6.26822], [-0.02804, -2.26092, 5.18312], [-0.79616, -3.81558, 5.63453], [-2.48789, -3.45574, 4.18078], [-1.84039, -0.58611, 4.43023], [-3.37068, -1.40227, 4.72040], [-3.84328, 0.47473, 1.74916], [-2.34627, 1.06965, 2.60685], [-3.75000, 0.88615, 3.45657], [-0.15419, -2.06565, 2.99831], [-0.47556, -3.56351, 3.28426], [-6.81562, -4.57878, -0.20277], [-5.51726, -3.88581, -0.67705], [-5.70152, -2.45089, -1.23744], [-4.44210, -1.86113, -1.48197], [-4.27690, -1.15885, -2.70758], [-4.61000, -3.94952, 0.44368], [-6.79788, -5.49828, 0.38230], [-7.45669, -4.85786, -1.03898], [-7.48299, -3.88166, 0.30392], [-5.09058, -4.39370, -1.54198], [-6.20266, -1.85418, -0.47527], [-6.41056, -2.51806, -2.06257], [-3.22965, -0.86149, -2.76185], [-5.03910, -0.38282, -2.77790], [-4.48871, -1.76185, -3.59054], [-4.27067, -4.89996, 0.40355], [-5.10849, -3.91402, 1.32137], [1.24100, -0.00025, -6.31565], [0.24987, 0.33075, -7.42253], [-0.46717, 1.67624, -7.19584], [-1.44201, 1.85107, -8.18803], [-2.83486, 1.53423, -7.68850], [1.05212, 0.48480, -8.73033], [0.69389, -0.11810, -5.38030], [1.85725, 0.89817, -6.28147], [1.92178, -0.81776, -6.55298], [-0.56259, -0.38952, -7.51853], [0.14839, 2.54312, -7.43608], [-0.75471, 1.82477, -6.15499], [-3.58786, 1.63399, -8.47026], [-3.08097, 2.19349, -6.85608], [-2.83870, 0.57270, -7.17513], [1.79401, 1.15450, -8.87592], [0.34823, 0.87043, -9.34346], [1.02714, 6.08045, 2.91329], [1.47967, 7.50081, 2.47199], [0.54633, 8.05349, 1.34525], [0.87013, 9.45470, 1.04756], [0.02270, 10.03080, 0.05142], [1.30956, 8.33267, 3.67194], [0.79808, 5.45178, 2.05283], [0.16104, 6.07136, 3.57503], [1.76427, 5.44729, 3.40708], [2.50614, 7.32466, 2.15040], [-0.45827, 8.02920, 1.76749], [0.55605, 7.44573, 0.44047], [-1.00930, 9.95005, 0.39283], [0.07554, 9.62681, -0.95957], [0.31681, 11.07998, 0.02290], [0.31405, 8.33438, 3.84238], [1.37376, 9.26304, 3.28414]],
  "total_charge": 1,
  "homo_ha": -0.331,
  "gap_ev": 4.1
}